This record from the Open Molecules 2025 dataset describes the molecule C7H5F2NO3 in a non-equilibrium geometry. The level of theory is the ωB97M-V functional and the def2-TZVPD basis.

Calculated values
LUMO energy (alpha / beta): -0.01047 / -0.12606 hartree
Calculated total energy: -20399.4293 eV
Spin multiplicity: 3
Orbital gap (alpha / beta): 5.46 / 6.74 eV
⟨S²⟩: 2.024

```
18
Properties=species:S:1:pos:R:3:forces:R:3:mulliken_spin:R:1
C 1.034399 -1.365454 2.281452 -4.1 -2.7 -1.7 0.436
C -0.097898 -1.877315 1.646176 0.7 0.0 4.0 -0.066
C 1.746717 -0.334358 1.646133 1.6 1.9 -1.3 0.600
C -0.514423 -1.411238 0.405607 -1.9 -1.9 -0.1 0.587
C 1.345842 0.140653 0.379745 -2.0 0.1 -1.5 0.003
C 0.306555 -0.464943 -0.233426 1.7 3.0 -2.0 0.310
C -0.957253 1.159971 -1.390261 -0.5 1.2 1.8 0.008
N -1.068203 1.741213 -2.776971 -0.6 2.0 -0.4 0.000
O -0.783273 1.057915 -3.723170 -0.2 0.0 0.1 0.000
O -1.402361 2.920649 -2.773824 0.1 -1.1 -0.4 0.000
O -0.160834 0.132790 -1.511144 0.5 -1.5 2.1 -0.004
F -0.455371 2.184649 -0.599819 -0.5 -1.2 -0.8 0.000
F -2.223429 0.917716 -0.868504 1.5 0.1 -1.0 0.002
H 1.336866 -1.747301 3.187067 0.5 -0.7 2.0 0.032
H -0.809918 -2.468962 2.298160 1.1 0.3 -1.2 0.009
H 2.570567 0.104755 2.108882 1.2 0.6 0.7 0.039
H -1.413060 -1.799487 -0.031564 -0.2 0.1 -0.3 0.044
H 1.545077 1.108748 -0.044538 1.1 0.0 0.1 0.001
```
Forces are in eV/Å.